Here is a molecular structure, C34H39N5O2P2S2Sn in a non-equilibrium geometry from the OMol25 dataset. Energies are from ωB97M-V with the def2-TZVPD basis set.

Each line ends with the Löwdin charge.
Cartesian coordinates (Å):
1 Sn -1.024009 2.374800 -1.429741  0.880
2 C -2.486188 0.983777 4.391231  0.039
3 C -1.489685 1.128971 3.514214  0.059
4 C -0.476691 0.129160 3.037071  -0.142
5 C -0.818526 -0.507749 1.659053  -0.158
6 C -1.999418 -1.425941 1.684429  -0.076
7 C -2.844994 -1.638104 2.696731  -0.067
8 C -2.658626 -1.602080 4.197701  -0.159
9 C -3.154667 -0.270358 4.812743  -0.127
10 C -2.766867 1.059681 -1.358139  -0.411
11 H -2.885023 1.867288 4.887911  0.138
12 H -1.336319 2.108336 3.032489  0.149
13 H -0.324382 -0.660457 3.790949  0.119
14 H 0.488055 0.658532 2.890650  0.096
15 H -1.047409 0.289620 0.920818  0.082
16 H 0.081712 -1.036068 1.296529  0.114
17 H -2.188417 -1.919166 0.706126  0.124
18 H -3.821897 -2.073877 2.432766  0.128
19 H -1.653384 -1.844330 4.578908  0.116
20 H -3.337444 -2.356711 4.644959  0.131
21 H -4.234010 -0.144199 4.624658  0.155
22 H -3.036186 -0.282045 5.906012  0.147
23 H -3.244569 1.170095 -0.355756  -0.027
24 H -2.273658 0.097097 -1.533027  -0.044
25 H -3.486603 1.377584 -2.138707  0.009
26 P 1.627919 -1.991491 -2.456824  1.088
27 P 3.518909 0.666107 -1.096008  1.106
28 N 1.116540 -3.547279 -1.871119  -0.303
29 N 1.991248 -2.657995 -4.150847  -0.242
30 N 3.693998 0.041903 0.542485  -0.281
31 N 5.114269 1.523124 -1.015682  -0.208
32 C 3.355719 -2.147087 -1.809890  -0.408
33 C 4.206847 -0.862712 -1.917682  -0.397
34 C -0.245987 -3.872528 -1.751745  -0.150
35 C -0.358769 -5.241111 -1.525277  -0.075
36 C 0.965464 -5.784197 -1.528223  -0.065
37 C 1.842984 -4.736063 -1.754397  -0.153
38 C 1.538988 -2.008520 -5.303701  -0.162
39 C 2.174364 -2.569364 -6.413668  -0.087
40 C 3.039007 -3.601167 -5.929078  -0.075
41 C 2.883173 -3.656352 -4.548628  -0.152
42 C 2.819988 0.407635 1.584760  -0.144
43 C 2.989614 -0.496382 2.627085  -0.079
44 C 3.987957 -1.434954 2.236264  -0.044
45 C 4.441767 -1.049857 0.984223  -0.171
46 C 6.317501 1.179912 -0.386786  0.024
47 C 7.222310 2.232739 -0.537541  0.039
48 C 6.570535 3.236918 -1.328621  0.029
49 C 5.298184 2.768068 -1.621966  -0.002
50 H 3.891273 -2.947269 -2.347537  0.071
51 H 3.294512 -2.462246 -0.758819  0.071
52 H 5.226331 -1.070258 -1.547879  0.071
53 H 4.317215 -0.590817 -2.979828  0.089
54 H -0.992921 -3.102048 -1.856772  0.085
55 H -1.274816 -5.792575 -1.399808  0.097
56 H 1.250805 -6.824074 -1.413861  0.106
57 H 2.920009 -4.742496 -1.847563  0.092
58 H 0.815262 -1.209706 -5.228075  0.087
59 H 2.049075 -2.270968 -7.436426  0.092
60 H 3.713373 -4.213781 -6.508167  0.100
61 H 3.335609 -4.326036 -3.831588  0.084
62 H 2.180063 1.269895 1.489167  0.094
63 H 2.445051 -0.497379 3.562602  0.099
64 H 4.321609 -2.298199 2.777680  0.109
65 H 5.235556 -1.480242 0.391475  0.101
66 H 6.445092 0.230078 0.108608  0.122
67 H 8.213878 2.277586 -0.106904  0.132
68 H 6.989051 4.188366 -1.621272  0.130
69 H 4.497978 3.197885 -2.205571  0.137
70 O -4.313441 3.103865 3.265521  -0.292
71 S -4.713090 2.624662 1.965593  0.648
72 O -5.258697 1.286400 1.874690  -0.289
73 N -3.585206 2.911125 0.772700  -0.162
74 C -3.901727 3.859977 -0.101978  -0.745
75 S -2.890944 4.210857 -1.433120  0.550
76 C -5.203450 4.475171 0.178330  -0.218
77 C -5.944716 5.466897 -0.477113  0.000
78 C -7.232394 5.796805 -0.009675  -0.035
79 C -7.751541 5.207747 1.165962  -0.030
80 C -6.991777 4.242900 1.867931  -0.012
81 C -5.789085 3.839593 1.278035  -0.229
82 H -5.510771 5.959468 -1.346152  0.115
83 H -7.851187 6.528368 -0.539791  0.118
84 H -8.741379 5.461596 1.558121  0.119
85 H -7.287926 3.805649 2.823772  0.128

Force components x, y, z for each atom (eV/Å):
-1.56 0.55 0.29
-2.35 -0.77 1.82
2.65 0.38 -2.89
0.26 0.06 0.66
0.30 -0.31 -0.03
-0.06 0.16 -0.50
-0.52 -1.12 0.04
-0.60 0.67 0.43
0.57 0.00 0.04
0.63 0.00 0.17
0.12 0.13 -0.15
-0.46 -0.21 0.38
0.05 0.34 -0.49
-0.61 -0.19 0.23
0.14 -0.26 0.38
-0.23 0.25 0.09
-0.28 0.68 0.64
0.61 -0.07 -0.04
-0.38 0.10 -0.43
0.48 0.23 -0.41
0.17 0.06 0.07
-0.30 0.05 0.08
0.54 -0.48 -0.98
-0.88 -0.28 -0.02
0.52 -0.47 0.31
0.90 -3.17 -2.24
1.75 -1.55 1.55
-0.87 -0.10 0.55
-0.38 1.28 0.43
-0.78 0.48 0.25
0.43 1.11 -0.93
0.44 0.38 0.35
-0.16 0.07 -0.72
0.61 -1.16 0.28
0.50 1.24 -0.30
0.42 1.00 -0.26
-0.69 -0.35 0.29
0.99 -0.64 -0.55
-0.29 0.27 1.44
-0.56 0.41 1.12
0.15 0.59 -0.64
0.59 -1.30 0.35
-0.28 0.64 -0.85
0.27 0.88 -1.17
-0.65 -0.40 0.88
-1.60 0.30 -0.71
-0.51 2.27 -1.32
2.46 -1.05 1.57
-0.87 -2.07 0.90
-0.28 0.44 0.17
-0.12 0.12 -0.20
-0.43 0.23 -0.17
0.02 -0.06 0.15
-0.04 -0.04 0.00
-0.04 0.05 0.02
-0.09 0.26 0.03
-0.28 -0.10 0.16
0.07 -0.07 -0.06
-0.11 0.04 -0.13
-0.19 -0.08 0.03
-0.07 0.11 -0.26
-0.01 -0.02 -0.09
0.15 0.05 -0.13
0.20 -0.02 0.21
-0.32 -0.12 0.07
-0.04 0.11 0.06
-0.11 0.00 -0.15
-0.04 -0.09 -0.05
0.03 0.12 0.02
0.85 -0.52 0.13
-1.28 1.05 -1.57
0.91 0.65 0.04
1.08 0.20 0.14
0.42 -1.96 1.47
0.31 0.75 -0.14
-1.67 0.18 0.15
0.03 -0.13 0.10
0.02 -0.35 0.52
0.62 -0.39 0.06
0.41 0.15 -1.05
-1.07 0.80 0.90
-0.23 -0.04 0.15
0.41 -0.27 0.17
0.43 0.13 -0.30
-0.20 0.13 -0.43

Results
Total charge = +2
HOMO (spin up / spin down) = -0.43719 / -0.43719 Eh
Energy relative to the best compared isomer or geometry (same formula, charge and spin) = 7.4 kcal per mole
Gap between HOMO and LUMO (spin up / spin down) = 2.763 / 3.061 eV

=====

Here is a molecular structure, C7H22Ca4O25P2S4 in a non-equilibrium geometry from the OMol25 dataset. Energies are from ωB97M-V with the def2-TZVPD basis set.

Each line ends with the natural charge from an NBO analysis.
Cartesian coordinates (Å):
1 Ca 1.942746 -2.614774 3.026056  1.871
2 Ca 0.356760 1.652402 0.451855  1.847
3 Ca 3.757334 1.073861 2.792804  1.831
4 Ca 5.137219 -0.549000 -0.304339  1.864
5 S 5.319573 -1.903515 2.477914  2.628
6 O 5.200386 -2.342345 1.050419  -1.161
7 O 4.112365 -2.358516 3.232215  -1.175
8 O 6.534549 -2.359094 3.072912  -0.971
9 O 5.294530 -0.414175 2.361851  -1.186
10 S 0.936172 0.508055 3.838642  2.622
11 O 0.946792 1.426755 2.674423  -1.135
12 O 2.357784 0.408067 4.293904  -1.157
13 O 0.030338 0.890957 4.879860  -0.980
14 O 0.677891 -0.914992 3.378755  -1.213
15 S 2.136282 -1.141731 0.298555  2.654
16 O 3.107954 -1.129694 -0.811761  -1.108
17 O 1.685241 -2.477353 0.784755  -1.127
18 O 2.780102 -0.425477 1.418986  -1.143
19 O 0.919323 -0.403639 -0.073885  -1.111
20 S 3.706532 2.724799 0.369542  2.616
21 O 2.293659 2.468478 -0.001162  -1.152
22 O 4.267910 3.791217 -0.411262  -0.967
23 O 3.714255 3.039957 1.833436  -1.142
24 O 4.510198 1.442434 0.380735  -1.217
25 C -0.200424 -4.302015 -1.535964  -0.246
26 O 1.182199 -3.996958 -1.475905  -0.749
27 H -0.435403 -4.643903 -2.541069  0.179
28 H -0.463307 -5.066453 -0.798075  0.153
29 H -0.798204 -3.404488 -1.333645  0.154
30 H 1.306996 -3.427365 -0.706054  0.489
31 C -5.503444 1.360931 0.160974  -0.251
32 O -4.093208 1.598211 0.062945  -0.811
33 P -3.161121 1.277961 1.269471  2.645
34 O -1.773199 1.726763 1.084216  -1.200
35 O -3.877768 1.928443 2.488020  -0.823
36 C -3.285278 1.794394 3.797778  -0.268
37 O -3.300545 -0.282160 1.501722  -0.834
38 C -2.125281 -1.118409 1.545499  -0.266
39 H -6.029846 2.294027 0.340731  0.201
40 H -5.731817 0.622588 0.926650  0.198
41 H -5.856982 0.958213 -0.787883  0.191
42 H -3.720208 0.933000 4.301761  0.190
43 H -3.496560 2.698957 4.357975  0.206
44 H -2.202618 1.661487 3.749990  0.227
45 H -1.419320 -0.855714 0.755280  0.200
46 H -2.458011 -2.128400 1.312499  0.191
47 H -1.625876 -1.063194 2.508663  0.221
48 C 1.356480 -0.546328 -3.399841  -0.261
49 O -0.061697 -0.318789 -3.460099  -0.830
50 P -0.639047 1.102748 -3.099077  2.647
51 O -0.300970 1.528502 -1.745068  -1.190
52 O -0.134138 2.100970 -4.190093  -0.813
53 C -0.830821 2.241007 -5.449005  -0.245
54 O -2.155928 0.913215 -3.392556  -0.821
55 C -2.875223 -0.061384 -2.620708  -0.247
56 H 1.763048 -0.575158 -4.408162  0.181
57 H 1.520907 -1.504297 -2.911659  0.220
58 H 1.842372 0.211477 -2.785462  0.203
59 H -0.189796 2.858864 -6.068578  0.204
60 H -1.795151 2.703515 -5.270628  0.197
61 H -0.941214 1.269039 -5.928252  0.188
62 H -2.320476 -0.351711 -1.727921  0.192
63 H -3.087247 -0.933873 -3.233604  0.195
64 H -3.807747 0.403612 -2.310064  0.196

Force components x, y, z for each atom (eV/Å):
0.73 0.84 -0.14
0.13 0.39 0.24
0.17 0.45 -0.15
0.08 0.17 1.36
0.65 -0.35 -0.54
-0.16 -0.37 -0.27
-0.14 -0.09 0.00
0.11 -0.25 0.38
0.66 0.20 0.17
1.18 -0.99 0.32
-0.37 -0.13 -0.03
-0.36 0.21 0.99
-0.43 0.15 -0.10
-1.23 0.17 -0.15
-0.80 2.14 0.96
-0.81 -1.17 -0.53
0.69 -0.39 -0.51
-0.37 -1.27 -0.18
0.15 -0.99 -0.67
0.08 1.82 1.60
0.72 -0.39 -0.62
0.26 -0.70 -0.36
-0.23 0.70 -0.20
0.10 -0.11 -1.38
0.23 0.38 0.18
-0.24 -0.08 -0.31
-0.02 -0.15 0.01
-0.13 -0.11 -0.12
-0.09 -0.07 -0.04
0.22 -0.13 0.10
-0.46 -0.27 -0.27
-0.11 0.26 -0.24
0.11 -0.44 0.50
-0.41 -0.01 -0.26
-0.33 0.32 0.16
0.28 -0.19 0.35
0.26 0.15 -0.02
0.14 -0.35 -0.55
0.12 0.06 0.20
0.01 0.11 0.14
0.23 0.04 -0.07
-0.08 0.02 -0.05
-0.11 0.05 -0.10
-0.02 0.05 -0.10
0.02 0.18 0.13
-0.12 -0.01 0.29
-0.06 0.04 0.06
0.23 -0.23 0.41
-0.19 0.00 -0.21
0.69 -0.65 -0.40
0.00 0.55 0.46
-0.31 0.34 -0.13
0.46 -0.18 0.07
-0.57 -0.05 -0.12
-0.38 0.05 0.19
-0.05 0.14 -0.05
-0.10 -0.03 -0.06
0.03 0.06 -0.12
-0.09 0.14 0.01
-0.06 0.05 -0.13
-0.12 -0.02 0.04
0.06 -0.02 -0.05
0.14 0.00 -0.07
0.03 -0.01 -0.02

Results
Total charge = 0
HOMO = -0.34087 Eh
Gap between HOMO and LUMO = 8.421 eV

=====

Here is a gas-phase ion, C8H12N2O4P (charge +1) in a non-equilibrium geometry from the OMol25 dataset. Energies are from ωB97M-V with the def2-TZVPD basis set.

Each line ends with the natural charge from an NBO analysis.
Cartesian coordinates (Å):
1 C 1.659775 -3.463175 -1.225374  -0.970
2 P -0.105624 -2.728829 -0.850046  1.224
3 O -0.609148 -3.628598 0.577522  -0.949
4 N -0.020985 -0.973963 -0.540723  -0.667
5 C 1.115235 -0.218380 -1.261745  0.054
6 C 1.346402 1.414892 -1.148706  -0.226
7 C 0.319253 2.316700 -0.221326  -0.013
8 C 0.518186 3.957767 -0.134791  0.690
9 O -0.527275 4.804484 -0.335701  -0.469
10 O 1.830215 4.624435 0.141849  -0.207
11 O 2.392984 3.819178 1.036493  -0.400
12 C -0.887456 1.479053 0.545231  -0.208
13 C -0.976187 -0.165436 0.320406  0.306
14 C -2.251405 -0.909356 1.089377  -0.283
15 N -3.193447 0.060608 1.773527  -0.811
16 H 2.119506 -3.055341 -2.221179  0.261
17 H 1.659572 -4.653525 -1.188214  0.305
18 H 2.325602 -3.135897 -0.292131  0.254
19 H -1.363466 -4.219931 0.231109  0.521
20 H 1.878657 -0.787921 -1.981508  0.276
21 H 2.234803 1.909369 -1.752036  0.282
22 H 3.099364 3.344865 0.507871  0.461
23 H -1.625927 2.106276 1.202407  0.297
24 H -1.778891 -1.675284 1.853879  0.267
25 H -2.809518 -1.541899 0.253551  0.246
26 H -3.625056 0.726388 1.073606  0.380
27 H -2.725166 0.593520 2.546653  0.379

Force components x, y, z for each atom (eV/Å):
1.40 0.58 1.97
-1.56 -3.59 -0.87
0.06 0.84 -2.34
2.11 5.92 1.39
-0.71 3.63 1.15
-3.19 -2.33 1.83
0.13 -4.12 -0.24
-5.49 5.64 -1.27
7.15 -6.48 1.30
-5.35 -0.64 -2.99
3.37 -3.02 1.68
3.68 -1.02 -3.16
0.82 2.37 -0.30
0.63 -0.14 -0.31
1.42 -0.16 -1.34
-1.07 -0.85 1.91
-0.55 2.72 -0.26
-1.00 -0.69 -2.13
1.51 1.41 0.72
-2.14 1.07 1.97
-2.11 -1.26 1.35
-0.73 0.65 1.04
1.54 -1.70 -1.46
-1.07 1.66 -1.51
1.06 1.42 1.78
0.73 -1.08 1.21
-0.64 -0.81 -1.13

Results
Total charge = +1
HOMO = -0.46591 Eh
SMILES = CP(O)[n+]1ccc(C(=O)OO)cc1CN
Energy relative to the best compared isomer or geometry (same formula, charge and spin) = 184.7 kcal per mole
Gap between HOMO and LUMO = 6.939 eV

=====

Here is 2 unconnected molecules or ions with the total composition C4H6F3O3S in a non-equilibrium geometry from the OMol25 dataset. Energies are from ωB97M-V with the def2-TZVPD basis set.

Each line ends with the natural charge from an NBO analysis.
Cartesian coordinates (Å):
1 C 1.628974 -0.943141 0.559832  -0.705
2 C -0.725225 2.161809 -0.060021  -0.271
3 C 0.139021 -0.776511 0.106518  0.152
4 C -0.749180 -0.010115 0.958239  0.774
5 O -1.087057 -0.200761 -2.153258  -1.051
6 O 1.229557 -1.075294 -2.385583  -1.033
7 O -0.375048 1.269344 1.044808  -0.526
8 F -0.477949 -2.642919 0.200637  -0.599
9 F -2.032374 -0.141224 0.533655  -0.333
10 F -0.785151 -0.495552 2.244459  -0.346
11 S -0.145476 -1.250582 -1.846090  1.639
12 H 1.750273 -1.713062 1.297205  0.233
13 H 1.927645 -0.064767 0.907810  0.206
14 H 2.167312 -1.293632 -0.415138  0.259
15 H -1.469682 2.844359 0.265697  0.172
16 H -1.200319 1.609348 -0.846558  0.247
17 H 0.204681 2.722701 -0.412212  0.182

Force components x, y, z for each atom (eV/Å):
-2.60 -4.00 -4.15
1.47 -0.24 -0.11
2.65 -4.76 -0.65
-1.68 -1.26 0.81
-1.17 1.72 -1.20
-0.45 0.31 0.15
0.36 1.88 -0.32
0.85 2.80 0.95
-0.35 0.31 -0.05
0.33 0.24 0.07
1.23 -0.86 0.23
-0.21 -0.34 0.48
1.64 3.91 1.43
-0.67 0.92 1.80
-0.45 0.82 0.74
0.29 -0.48 -0.69
-1.23 -0.98 0.52

Results
Total charge = -1
HOMO = -0.14925 Eh
Energy relative to the best compared isomer or geometry (same formula, charge and spin) = 47.6 kcal per mole
Gap between HOMO and LUMO = 7.617 eV

=====

Here is 2 unconnected molecules or ions with the total composition C3H7N2O in a non-equilibrium geometry from the OMol25 dataset. Energies are from ωB97M-V with the def2-TZVPD basis set.

Each line ends with the Mulliken spin population.
Cartesian coordinates (Å):
1 C -0.550885 -1.251568 0.380669  0.410
2 C 0.887756 -0.882848 0.513732  0.359
3 N 1.122710 -0.091178 -0.570911  -0.039
4 C -0.036314 0.131715 -1.261195  0.299
5 N -1.089162 -0.630998 -0.761481  -0.065
6 H -1.147219 -1.898039 1.007536  0.009
7 H 1.661756 -1.356843 1.116710  0.003
8 H 2.023777 0.333426 -0.821035  -0.003
9 H -0.286478 0.769304 -2.211280  0.006
10 H -2.039795 -0.484820 -0.967098  0.001
11 H -0.744883 1.968017 2.115386  0.000
12 H -0.011809 2.746235 0.989976  0.001
13 O -0.186691 1.874270 1.287165  0.019

Force components x, y, z for each atom (eV/Å):
-0.23 0.99 -1.29
-1.83 -0.31 -2.23
-1.30 -0.09 0.22
-2.01 0.21 -1.59
6.21 0.18 3.21
0.00 -0.07 0.21
-0.15 0.40 0.23
-0.18 -0.07 0.05
1.27 -0.96 1.89
-1.76 -0.04 -0.55
1.00 0.06 -1.40
0.27 1.55 -0.22
-1.28 -1.84 1.47

Results
Total charge = +2
HOMO (spin up / spin down) = -0.72628 / -0.72314 Eh
Multiplicity = 2
Energy relative to the best compared isomer or geometry (same formula, charge and spin) = 16.0 kcal per mole
Gap between HOMO and LUMO (spin up / spin down) = 9.586 / 5.785 eV